(1)
Computed, not measured: 5 unconnected molecules or ions with the total composition C9H8Cl16O4 at a distorted geometry, with ωB97M-V/def2-TZVPD.

SMILES: O=C1OCC[C@H]1COO.ClC(Cl)(Cl)Cl.ClC(Cl)(Cl)Cl.ClC(Cl)(Cl)Cl.ClC(Cl)(Cl)Cl
LUMO energy: 0.1281 eV
Kohn-Sham gap: 10.4 eV
Electronic energy: -8011.581549 a.u.

Last column: Löwdin charge in e.
Geometry (Å):
1 O 0.74094 0.40639 -0.89704  0.10
2 C 0.44041 -0.71614 -0.83444  -0.48
3 O -0.32095 -1.32542 0.15124  -0.17
4 C 0.29995 -2.59179 0.42952  -0.23
5 C 1.48142 -2.73327 -0.58258  -0.08
6 C 0.85939 -1.90702 -1.74936  -0.17
7 C -0.30047 -2.64724 -2.45436  -0.13
8 O 0.08912 -3.01972 -3.78352  -0.14
9 O 1.28209 -3.73583 -3.70039  -0.03
10 H -0.48765 -3.34543 0.26596  0.12
11 H 0.60354 -2.72117 1.47754  0.03
12 H 1.83656 -3.74447 -0.79614  0.12
13 H 2.32094 -2.09102 -0.26926  0.13
14 H 1.53689 -1.44104 -2.47383  0.16
15 H -1.18436 -2.01394 -2.61118  0.15
16 H -0.61133 -3.56023 -1.91552  0.13
17 H 1.14748 -4.44129 -3.04380  0.10
18 C -2.06289 -1.20313 2.85939  -1.97
19 Cl -2.99005 -2.67772 2.53756  0.54
20 Cl -2.25945 -0.07562 1.51471  0.57
21 Cl -2.64549 -0.45296 4.35285  0.54
22 Cl -0.34773 -1.61124 3.03591  0.60
23 C 1.61899 4.39190 -1.26487  -2.03
24 Cl 0.71007 3.60461 0.02844  0.49
25 Cl 0.49797 5.25605 -2.33008  0.52
26 Cl 2.76978 5.54145 -0.56316  0.52
27 Cl 2.49948 3.17523 -2.19933  0.53
28 C 2.09610 1.67360 3.46110  -2.03
29 Cl 2.47237 0.40890 4.64452  0.52
30 Cl 3.51266 2.71019 3.23396  0.53
31 Cl 1.65468 0.93241 1.92052  0.53
32 Cl 0.74012 2.64681 4.05082  0.52
33 C -3.60476 3.46330 -0.49855  -2.04
34 Cl -3.92352 4.41057 -1.95779  0.53
35 Cl -2.69847 2.00704 -0.93648  0.50
36 Cl -2.63517 4.41010 0.63355  0.51
37 Cl -5.13865 3.01712 0.26407  0.53



(2)
Computed, not measured: a gas-phase ion, C6H11N (charge +1) at a distorted geometry, with ωB97M-V/def2-TZVPD.

<S²>: 0.757
Relative energy (zero: lowest compared OMol25 entry of this formula, charge and spin): 63.2 kcal/mol
LUMO energy (alpha / beta): -5.0877 / -8.5157 eV
Kohn-Sham gap (alpha / beta): 9.8 / 6.3 eV
Electronic energy: -289.567883 a.u.
Multiplicity: 2
Charge: +1

Last column: Löwdin spin population.
Geometry (Å):
1 C -2.20785 1.53657 0.44756  0.01
2 C -1.08264 0.93013 -0.44242  0.02
3 C -0.65434 -0.51949 -0.42308  0.03
4 C 0.82756 -0.61526 -0.31492  0.22
5 C 1.60611 -1.08570 -1.35963  0.50
6 C 2.26306 -0.80175 1.54887  0.05
7 N 1.32676 -0.15940 0.94907  0.13
8 H -2.06551 1.87846 1.43539  0.00
9 H -2.98739 0.76519 0.51673  0.00
10 H -2.62200 2.32881 -0.19313  0.00
11 H -0.12383 1.56000 -0.19555  0.00
12 H -1.13060 1.24141 -1.50003  0.00
13 H -1.00785 -1.02407 -1.29950  0.00
14 H -1.00770 -1.10194 0.44879  0.01
15 H 2.65340 -1.22240 -1.12802  0.02
16 H 1.10338 -1.34770 -2.27252  0.02
17 H 2.42347 -0.58022 2.61459  0.00
18 H 2.68596 -1.78264 1.16778  0.00



(3)
Computed, not measured: C3H3N3 in the gas phase at a distorted geometry, with ωB97M-V/def2-TZVPD.

SMILES: C=N/N=C\C#N
Relative energy (zero: lowest compared OMol25 entry of this formula, charge and spin): 78.0 kcal/mol
LUMO energy: -0.5601 eV
Kohn-Sham gap: 9.5 eV
Electronic energy: -280.256514 a.u.

Last column: Löwdin charge in e.
Geometry (Å):
1 C 0.59725 1.97136 -1.17803  0.04
2 C 0.00388 -1.32804 -0.23458  -0.15
3 C -0.19564 -0.83130 1.22812  -0.20
4 H 0.41159 2.94799 -0.55598  0.11
5 H 0.93319 1.92477 -2.15567  0.03
6 H -0.19255 -2.45385 -0.37649  0.14
7 N 0.09490 0.87455 -0.54422  -0.07
8 N 0.09158 -0.44442 -1.12462  -0.01
9 N -0.69864 -0.61458 2.26814  0.12



(4)
Computed, not measured: C22H29NO2 in the gas phase, with ωB97M-V/def2-TZVPD.

SMILES: CC1CCN(CCOCCOc2ccccc2-c2ccccc2)CC1
Relative energy (zero: lowest compared OMol25 entry of this formula, charge and spin): 39.3 kcal/mol
LUMO energy: 0.8334 eV
Kohn-Sham gap: 8.9 eV
Electronic energy: -1060.933237 a.u.

Last column: Löwdin charge in e.
Geometry (Å):
1 C 2.26395 3.50951 -3.85582  -0.07
2 H 1.86671 4.52193 -3.83062  0.07
3 H 3.24210 3.51178 -3.37984  0.07
4 C 1.32233 2.54537 -3.14145  -0.39
5 C -0.06137 2.53705 -3.78990  -0.15
6 C -0.97173 1.52781 -3.09397  -0.19
7 N -0.37812 0.20845 -3.17993  -0.17
8 C -1.28124 -0.87531 -2.87115  -0.16
9 C -1.85411 -0.90707 -1.43535  -0.19
10 O -2.36604 -2.18821 -1.10511  -0.13
11 C -1.40152 -3.11875 -0.68698  -0.19
12 C -1.16987 -3.12971 0.83058  -0.16
13 O -0.55483 -1.92042 1.21666  -0.05
14 C -0.05955 -1.80053 2.48253  -0.20
15 C -0.01356 -2.83225 3.41199  -0.02
16 C 0.58454 -2.63762 4.64646  -0.08
17 C 1.14661 -1.41760 4.96862  -0.09
18 C 1.07857 -0.37820 4.05747  -0.03
19 C 0.46775 -0.54287 2.82258  -0.11
20 C 0.33543 0.61788 1.92302  -0.18
21 C -0.91898 1.00557 1.46042  -0.03
22 C -1.06237 2.15401 0.70389  -0.09
23 C 0.04469 2.92528 0.39015  -0.11
24 C 1.29962 2.53436 0.82662  -0.09
25 C 1.44380 1.39159 1.59263  -0.03
26 H 2.42278 1.08990 1.93687  0.12
27 H 2.16832 3.12640 0.57591  0.10
28 H -0.07274 3.82965 -0.18962  0.10
29 H -2.04424 2.45487 0.36673  0.11
30 H -1.78572 0.41485 1.71622  0.12
31 H 1.48346 0.59121 4.30952  0.12
32 H 1.62098 -1.26980 5.92669  0.10
33 H 0.60884 -3.45260 5.35455  0.10
34 H -0.44396 -3.79564 3.18846  0.10
35 H -0.52409 -3.98726 1.06214  0.13
36 H -2.12976 -3.24688 1.35053  0.14
37 H -1.77782 -4.10574 -0.97423  0.13
38 H -0.44007 -2.94551 -1.18425  0.12
39 H -1.08686 -0.60903 -0.71479  0.09
40 H -2.70229 -0.22434 -1.34836  0.13
41 H -2.11006 -0.83651 -3.58398  0.12
42 H -0.74056 -1.80968 -3.05127  0.12
43 C 0.88876 0.16788 -2.47583  -0.18
44 C 1.87000 1.11943 -3.15552  -0.15
45 H 2.01424 0.79873 -4.18867  0.12
46 H 2.83246 1.07795 -2.64203  0.12
47 H 1.27587 -0.85360 -2.51935  0.12
48 H 0.78937 0.45403 -1.41370  0.12
49 H -1.94393 1.49982 -3.59243  0.12
50 H -1.12677 1.83838 -2.04657  0.11
51 H 0.03620 2.25708 -4.84018  0.12
52 H -0.51082 3.53069 -3.73860  0.12
53 H 1.21658 2.86141 -2.09821  0.11
54 H 2.38978 3.21689 -4.89607  0.08



(5)
Computed, not measured: C2H3FO3S in the gas phase at a distorted geometry, with ωB97M-V/def2-TZVPD.

SMILES: C=COS(=O)(=O)F
Relative energy (zero: lowest compared OMol25 entry of this formula, charge and spin): 69.6 kcal/mol
LUMO energy: -1.0226 eV
Kohn-Sham gap: 8.7 eV
Electronic energy: -801.653948 a.u.

Last column: Löwdin charge in e.
Geometry (Å):
1 C 1.05165 0.01149 0.21820  -0.17
2 C 2.34249 0.24165 -0.21494  0.04
3 O -0.25001 0.39186 -0.36688  -0.25
4 O -2.74830 1.27210 -0.18133  -0.20
5 O -2.18287 -0.67423 1.26477  -0.21
6 F -2.49675 -1.02119 -1.03374  -0.11
7 S -2.12476 0.02434 0.05848  0.74
8 H 0.83615 -0.63900 0.97150  0.06
9 H 2.97035 -0.37609 0.38460  0.05
10 H 2.60203 0.76908 -1.10064  0.05



(6)
Computed, not measured: C11H15ClSi in the gas phase at a distorted geometry, with ωB97M-V/def2-TZVPD.

SMILES: C/C=C/[Si@H](Cl)c1c(C)cccc1C
Relative energy (zero: lowest compared OMol25 entry of this formula, charge and spin): 31.5 kcal/mol
LUMO energy: 0.7450 eV
Kohn-Sham gap: 9.7 eV
Electronic energy: -1177.781554 a.u.

Last column: Löwdin charge in e.
Geometry (Å):
1 C -3.71113 0.94149 -1.05543  -0.09
2 C -2.84905 0.72994 -2.14369  -0.10
3 C -3.18390 1.18981 0.13366  -0.08
4 C -1.53521 0.68545 -2.01767  -0.31
5 C -1.81440 0.95446 0.34789  -0.31
6 C -0.95107 0.87564 -0.69047  -0.07
7 C 2.96555 -0.42278 1.75197  -0.27
8 C 1.87367 -0.52006 0.94427  -0.26
9 C -0.62546 0.66950 -3.21477  -0.06
10 C -1.35632 0.99185 1.80536  -0.07
11 C 3.57435 -1.52935 2.49980  -0.11
12 Si 1.31945 0.92648 -0.17422  0.43
13 Cl 1.61156 2.71790 0.90125  0.24
14 H -4.72083 1.18239 -1.46206  0.12
15 H -3.33442 0.53108 -3.10285  0.12
16 H -3.77447 1.23769 1.05810  0.12
17 H 3.44206 0.53624 1.82118  0.07
18 H 1.43871 -1.57263 0.88897  0.09
19 H -0.35563 1.69785 -3.42760  0.09
20 H 0.23316 0.14570 -3.02695  0.02
21 H -1.20067 0.02727 -3.96935  0.11
22 H -2.13088 0.84450 2.48860  0.05
23 H -0.50698 0.34135 1.83853  0.03
24 H -0.97405 1.99207 2.21722  0.09
25 H 4.67755 -1.49958 2.63080  0.09
26 H 3.37292 -2.36261 1.89603  0.05
27 H 3.01502 -1.67108 3.46754  0.10
28 H 2.22334 0.96031 -1.26571  -0.07



(7)
Computed, not measured: 2 unconnected molecules or ions with the total composition C8H7Cl3N2O2 at a distorted geometry, with ωB97M-V/def2-TZVPD.

SMILES: ClC(Cl)=Nc1ccccc1.[O-]/[N+](O)=C\Cl
Relative energy (zero: lowest compared OMol25 entry of this formula, charge and spin): 14.4 kcal/mol
LUMO energy: -0.0961 eV
Kohn-Sham gap: 9.0 eV
Electronic energy: -1949.444831 a.u.

Last column: Löwdin charge in e.
Geometry (Å):
1 C -1.47871 0.25816 -2.92887  -0.10
2 C -0.43042 1.02519 -2.46248  -0.05
3 C -2.35495 -0.26023 -2.02742  -0.10
4 C -0.26314 1.12977 -1.06142  -0.02
5 C -2.23872 -0.19610 -0.63192  -0.05
6 C -1.07366 0.43824 -0.19509  -0.30
7 C 2.01536 -1.04629 1.33096  -0.56
8 C -0.42507 -0.51706 1.85133  -1.19
9 N -0.55620 0.48257 1.13113  0.04
10 N 2.71506 -0.07522 1.83208  -0.39
11 O 2.43033 1.11758 1.08437  0.04
12 O 3.45613 -0.03525 2.81045  -0.01
13 Cl 2.20831 -2.59024 2.15194  0.65
14 Cl -0.85783 -2.12142 1.44801  0.69
15 Cl -0.10861 -0.35971 3.60972  0.62
16 H -1.50427 0.24985 -3.94961  0.08
17 H 0.21106 1.53313 -3.08895  0.08
18 H -3.27449 -0.86022 -2.33697  0.13
19 H 0.57902 1.68243 -0.66103  0.10
20 H -3.00259 -0.74564 -0.05391  0.11
21 H 1.45318 -0.92491 0.39759  0.10
22 H 2.50021 1.81540 1.75008  0.12



(8)
Computed, not measured: a gas-phase ion, C11H11O2S (charge +1) at a distorted geometry, with ωB97M-V/def2-TZVPD.

Relative energy (zero: lowest compared OMol25 entry of this formula, charge and spin): 64.1 kcal/mol
LUMO energy (alpha / beta): -5.5208 / -5.8058 eV
Kohn-Sham gap (alpha / beta): 6.4 / 5.9 eV
Electronic energy: -973.912979 a.u.
Charge: +1

Last column: Löwdin charge in e.
Geometry (Å):
1 C 0.43554 -0.18411 0.82715  0.01
2 C 0.72537 -1.44682 -1.27436  0.07
3 C 1.78132 -0.18965 1.03528  0.01
4 C 2.04101 -1.56416 -0.91649  0.02
5 C -0.21545 -0.79919 -0.26581  -0.17
6 C 2.63035 -0.86227 0.15775  -0.20
7 C -4.95302 0.46889 0.23196  -0.60
8 C -1.56054 -0.69216 -0.49115  0.09
9 C -3.65679 0.35693 -0.28618  -0.30
10 C -3.18072 1.53589 -1.08300  -0.02
11 C 4.71041 0.00998 1.06810  -0.03
12 O -2.68844 -0.52186 0.03938  0.14
13 O 3.98436 -0.78712 0.14406  -0.01
14 S -6.04455 -0.32881 1.19850  0.75
15 H -0.24683 0.36254 1.60129  0.18
16 H 0.24831 -2.09468 -2.06994  0.15
17 H 2.26277 0.36867 1.88961  0.15
18 H 2.69866 -1.76534 -1.68661  0.11
19 H -5.19217 1.52849 0.18246  0.06
20 H -2.38455 2.17171 -0.51508  0.14
21 H -3.78713 2.35036 -1.43447  0.09
22 H -2.48727 1.21588 -1.85573  0.08
23 H 4.40416 0.96154 0.80391  0.08
24 H 5.65935 -0.03801 0.58129  0.11
25 H 4.81583 -0.05671 2.11809  0.10



Q: The lowest electronic energy belongs to which entry?
A: C9H8Cl16O4



Q: Look up the electronic energy of the first one.
A: -8011.581549 a.u.